# 1
Formula: C5H8OS2
Source: OMol25
Level of theory: ωB97M-V/def2-TZVPD

Geometry (Å):
C: 0.23 0.78 -1.27
C: -0.71 1.04 -0.09
C: 1.37 0.00 -0.65
C: 0.02 0.75 1.20
C: 1.21 -0.15 0.76
O: -0.70 -2.14 -0.59
S: -2.25 -3.19 1.60
S: -0.62 -2.48 0.85
H: -0.27 0.12 -1.91
H: 0.72 1.64 -1.72
H: -1.27 2.03 -0.17
H: -1.43 0.34 -0.10
H: 1.53 -1.06 -1.14
H: 2.34 0.59 -0.48
H: 0.37 1.57 1.86
H: -0.55 0.15 1.86

Summary:
Strongest force on any atom = 0.0781 hartree/bohr
Relative energy (zero: lowest compared OMol25 entry of this formula, charge and spin) = 5.159 eV
Gap between HOMO and LUMO = 6.06 eV
Total charge = 0
Lowest unoccupied orbital energy = -2.1 eV

***

# 2
Formula: C6H5CoNO6
Source: OMol25
Level of theory: ωB97M-V/def2-TZVPD

Geometry (Å):
O: 0.47 2.76 -1.94
C: 0.11 1.65 -2.02
Co: -0.76 0.12 -2.39
O: 0.05 -0.15 -5.25
C: -0.20 -0.04 -4.13
C: -2.13 0.54 -1.25
O: -3.07 0.73 -0.64
C: -0.71 -1.58 -1.97
O: -0.92 -2.69 -1.70
N: 0.71 -0.95 2.79
C: 1.14 0.40 2.39
C: 0.33 0.50 1.07
O: -0.32 1.54 0.82
O: 0.45 -0.57 0.40
H: -0.30 -0.95 2.94
H: 1.14 -1.35 3.59
H: 0.88 -1.48 1.92
H: 0.93 1.13 3.17
H: 2.20 0.40 2.19

Summary:
Strongest force on any atom = 0.2311 hartree/bohr
Relative energy (zero: lowest compared OMol25 entry of this formula, charge and spin) = 0.000 eV
Gap between HOMO and LUMO (spin up / spin down) = 10.54 / 7.37 eV
Total charge = +3
Lowest unoccupied orbital energy (spin up / spin down) = -13.0 / -16.5 eV
Spin multiplicity = 5

***

# 3
Formula: C8H16Cl8F6Mg2N3O12S6
Source: OMol25
Level of theory: ωB97M-V/def2-TZVPD

Geometry (Å):
Mg: 4.37 -0.02 0.29
Mg: 0.84 1.19 2.45
N: 3.58 1.56 -0.29
S: 2.91 2.89 0.57
O: 1.68 2.58 1.25
O: 3.20 4.21 0.11
F: 3.93 2.72 1.78
S: 3.31 2.19 -1.71
O: 4.40 2.94 -2.25
O: 1.95 2.54 -2.00
F: 3.47 0.77 -2.46
N: 2.25 1.08 3.66
S: 3.64 0.14 3.71
O: 4.67 0.11 4.70
O: 4.08 -0.02 2.33
F: 2.87 -1.21 4.02
S: 2.52 1.90 5.01
O: 3.43 3.00 4.74
O: 2.59 1.16 6.23
F: 1.10 2.60 5.08
N: 0.23 0.20 1.02
S: 1.14 -1.14 0.52
O: 2.56 -0.92 0.29
O: 0.56 -2.34 0.02
F: 1.24 -1.58 2.06
S: -0.77 0.13 -0.22
O: -1.79 -0.85 -0.04
O: -0.29 0.48 -1.54
F: -1.47 1.52 0.13
Cl: -1.01 -0.89 -6.59
C: -2.32 -1.07 -5.43
C: -1.81 -1.11 -3.99
Cl: -0.88 -2.64 -3.80
H: -2.83 -2.02 -5.59
H: -3.08 -0.30 -5.52
H: -2.61 -1.21 -3.27
H: -1.22 -0.25 -3.68
Cl: -4.24 -4.43 -1.36
C: -2.62 -3.85 -0.89
C: -2.04 -4.61 0.29
Cl: -2.90 -4.11 1.78
H: -2.73 -2.80 -0.63
H: -2.03 -3.93 -1.80
H: -0.98 -4.46 0.44
H: -2.32 -5.66 0.17
Cl: -0.57 -0.03 4.34
C: -1.67 -1.39 3.80
C: -3.11 -0.88 3.74
Cl: -3.19 0.55 2.71
H: -1.51 -2.12 4.58
H: -1.33 -1.85 2.87
H: -3.47 -0.56 4.71
H: -3.73 -1.67 3.34
Cl: -3.01 2.36 -3.85
C: -1.53 3.16 -3.22
C: -0.30 2.72 -3.98
Cl: -0.39 3.34 -5.68
H: -1.46 2.87 -2.18
H: -1.74 4.22 -3.22
H: -0.15 1.65 -4.04
H: 0.58 3.16 -3.52

Summary:
Strongest force on any atom = 0.1496 hartree/bohr
Relative energy (zero: lowest compared OMol25 entry of this formula, charge and spin) = 0.000 eV
Gap between HOMO and LUMO = 5.90 eV
Total charge = +1
Lowest unoccupied orbital energy = -6.3 eV